Record 1
This record from OMol25 describes a 9-piece molecular cluster, C34H68O28S overall. The level of theory is the ωB97M-V functional and the def2-TZVPD basis.

```
131
C34H68O28S | OMol25 | the ωB97M-V functional and the def2-TZVPD basis
C -1.69879 2.93565 -3.11988
C -3.12881 2.50435 -2.77130
O -3.08469 1.36131 -1.94799
C -3.44416 0.16848 -2.42517
O -3.70231 -0.06017 -3.57746
O -3.42799 -0.67459 -1.41465
C -3.50024 -2.05760 -1.65899
H -1.68247 3.62596 -3.96165
H -1.02010 2.10014 -3.28032
H -1.30713 3.45089 -2.24028
H -3.78810 2.33792 -3.62473
H -3.61247 3.33035 -2.24724
H -2.62205 -2.44890 -2.16634
H -4.40052 -2.49008 -2.10404
H -3.57798 -2.50504 -0.66478
C -2.68676 -2.70069 7.80190
C -3.50005 -2.77429 6.56094
O -3.24451 -1.70057 5.67502
C -3.82211 -1.69141 4.48294
O -4.54452 -2.55308 4.03603
O -3.42474 -0.62657 3.82437
C -3.62398 -0.55411 2.43349
H -2.89696 -3.53453 8.47595
H -2.96618 -1.86328 8.44682
H -1.60992 -2.69518 7.62317
H -4.55381 -2.79987 6.87484
H -3.49365 -3.74065 6.04787
H -3.31433 0.42997 2.08950
H -4.68772 -0.62879 2.18259
H -3.13837 -1.34864 1.86349
C 1.34248 5.09966 -1.83028
C 2.01985 5.72910 -3.04644
O 1.37079 5.19537 -4.20730
C 1.62718 5.78703 -5.36100
O 2.35640 6.72438 -5.51793
O 0.89952 5.19443 -6.30186
C 0.79118 5.88650 -7.52733
H 0.32052 5.43104 -1.64060
H 1.84583 5.38521 -0.90473
H 1.37736 4.01838 -1.96150
H 3.05570 5.39210 -3.07201
H 1.84822 6.80404 -3.06541
H -0.20945 5.75105 -7.93730
H 1.55520 5.69762 -8.27820
H 0.80575 6.97008 -7.36938
C -0.44939 3.72841 3.64608
C -0.68732 4.69305 2.48948
O -1.57186 4.14126 1.50027
C -2.87025 4.23613 1.74734
O -3.39228 4.72238 2.70915
O -3.48916 3.86083 0.62518
C -4.90557 3.92358 0.56770
H 0.22991 2.90997 3.40997
H -1.37671 3.23098 3.92999
H -0.06205 4.29186 4.49525
H 0.25244 4.97341 2.01053
H -1.08025 5.67833 2.75022
H -5.31361 4.77173 1.10714
H -5.33677 2.97868 0.91160
H -5.16755 3.88889 -0.48917
C 1.54271 1.75496 -4.93247
C 0.94470 0.98222 -6.06978
O 0.60953 -0.31719 -5.59219
C 0.18991 -1.21071 -6.49003
O 0.14045 -1.09397 -7.67632
O -0.18850 -2.28999 -5.79330
C -0.86143 -3.28961 -6.52781
H 1.00432 1.58947 -3.99868
H 1.46504 2.82799 -5.10312
H 2.58170 1.49193 -4.72519
H 1.54512 0.95244 -6.98169
H 0.01914 1.48131 -6.38360
H -1.82707 -2.95010 -6.90610
H -1.05889 -4.11197 -5.84322
H -0.30838 -3.69484 -7.37533
C 1.39982 -3.71794 -1.90068
C -0.09699 -4.02838 -1.85687
O -0.61022 -3.48265 -0.63658
C -1.05785 -4.26035 0.32683
O -1.27153 -5.45049 0.27350
O -1.23472 -3.50059 1.39061
C -1.71456 -4.02953 2.61715
H 1.83816 -4.18497 -2.78702
H 1.93249 -4.19334 -1.07491
H 1.65690 -2.66102 -1.90422
H -0.24315 -5.09935 -1.96852
H -0.59727 -3.48223 -2.65612
H -1.10974 -4.91619 2.80469
H -2.77721 -4.28114 2.57989
H -1.64992 -3.29837 3.41972
C 7.25930 -1.03856 -2.54992
C 5.88263 -0.48422 -2.88168
O 5.26635 0.14309 -1.77186
C 4.72200 -0.67744 -0.86982
O 4.60087 -1.86876 -0.97687
O 4.33805 0.03052 0.15763
C 3.62249 -0.61124 1.20423
H 7.73844 -1.41505 -3.46063
H 7.19402 -1.84953 -1.82945
H 7.95532 -0.22691 -2.32677
H 5.27182 -1.26925 -3.32899
H 6.02805 0.31782 -3.60674
H 3.26548 0.16945 1.86985
H 4.22503 -1.25805 1.84622
H 2.82036 -1.24805 0.84267
C 0.86137 1.02444 -0.71055
C -0.26285 0.17676 -0.16507
O -0.31588 0.40936 1.25299
C 0.19332 -0.42652 2.13908
O 0.71833 -1.48011 1.93612
O -0.10129 0.12224 3.31222
C -0.12461 -0.62137 4.50998
H 0.64775 2.06292 -0.41968
H 0.92853 1.05069 -1.79746
H 1.82319 0.89067 -0.21486
H -0.12352 -0.87809 -0.41171
H -1.26648 0.48969 -0.44562
H -1.13563 -0.62381 4.91090
H 0.53213 -0.19268 5.26697
H 0.19018 -1.65963 4.38525
C 3.02016 -5.42086 7.94586
C 2.55181 -4.05116 8.40218
O 1.43721 -3.81958 7.54076
S 1.76239 -4.30924 6.02843
O 2.41687 -3.28161 5.27004
O 0.64181 -4.94560 5.41036
O 2.87845 -5.40036 6.52408
H 2.42297 -6.27152 8.28483
H 4.06339 -5.68572 8.11697
H 3.33417 -3.29215 8.35697
H 2.17274 -4.00843 9.42087
```

Summary:
E ... -3841.2296 Ha
Total charge ... 0
F_max ... 2.5 eV/Å
SMILES string ... O=S1(=O)OCCO1.CCOC(=O)OC.CCOC(=O)OC.CCOC(=O)OC.CCOC(=O)OC.CCOC(=O)OC.CCOC(=O)OC.CCOC(=O)OC.CCOC(=O)OC
ΔE to the lowest compared entry with this formula, charge and spin ... 0.0 kJ/mol
LUMO energy ... 0.33 eV

Atomic partial charges in e from the Mulliken method, atoms 1 to 5: -0.150 -0.482 -0.074 0.596 -0.605



Record 2
This record from OMol25 describes a 6-piece molecular cluster, C34H69BrN2O17PS overall. The level of theory is the ωB97M-V functional and the def2-TZVPD basis.

```
125
C34H69BrN2O17PS | OMol25 | the ωB97M-V functional and the def2-TZVPD basis
C 6.58040 -0.32934 0.64075
O 7.31926 -1.13907 1.53113
C 6.82682 -2.44902 1.68101
C 6.94523 -2.90978 3.11718
C 6.23464 -2.05518 4.18584
C 4.85981 -1.47375 3.79598
C 4.85791 0.05461 3.78783
C 3.48452 0.67732 3.48335
C 3.26234 0.98080 1.98858
C 2.42867 -0.12363 1.33343
C 2.47164 -0.14094 -0.21079
C 2.59130 -1.56620 -0.74550
C 1.30445 -2.39553 -0.62388
C 1.08449 -3.07917 0.70768
N 2.03902 -4.23525 0.98670
N 2.92320 -4.53461 -0.13282
C 4.05295 -4.95471 0.20959
S 5.38836 -5.54308 0.67218
P 0.92214 -5.75709 1.40051
O 1.69880 -6.50636 2.60745
Br 1.16485 -7.03720 -0.38877
H 6.98825 -0.41747 -0.36838
H 6.68419 0.70805 0.95155
H 5.51592 -0.56841 0.65004
H 7.45401 -3.11960 1.07977
H 5.80944 -2.56407 1.29373
H 6.64606 -3.95440 3.21164
H 8.00904 -2.89333 3.35366
H 6.88716 -1.21591 4.40699
H 6.11530 -2.67546 5.06910
H 4.13929 -1.77837 4.55801
H 4.48688 -1.87165 2.84751
H 5.63579 0.45354 3.13980
H 5.13300 0.34472 4.80291
H 3.36574 1.57658 4.07939
H 2.73163 -0.04993 3.79112
H 4.21422 1.11716 1.48207
H 2.70531 1.91303 1.90609
H 1.39423 0.01603 1.65660
H 2.75244 -1.07530 1.75744
H 1.58181 0.35793 -0.58240
H 3.36252 0.39626 -0.52783
H 2.84094 -1.52113 -1.80595
H 3.43920 -2.06531 -0.27641
H 0.46790 -1.70241 -0.72496
H 1.18147 -3.10732 -1.43465
H 0.08419 -3.51126 0.70723
H 1.12756 -2.41273 1.56009
H 2.57898 -4.03377 1.83356
H 2.37988 -5.94152 2.99868
C -1.66995 -8.76654 0.77048
C -2.19549 -7.35121 0.63451
O -3.41042 -7.29881 -0.11596
C -4.50470 -7.66960 0.55685
O -4.53779 -8.01988 1.70662
O -5.54289 -7.58464 -0.26726
C -6.78368 -8.02631 0.29665
H -1.57078 -9.23285 -0.21128
H -0.69871 -8.77623 1.26496
H -2.35486 -9.37744 1.35583
H -1.48180 -6.74410 0.07687
H -2.33599 -6.88273 1.61085
H -6.98715 -7.52102 1.23790
H -6.76413 -9.10406 0.44635
H -7.55620 -7.77576 -0.42360
C 0.04265 6.32493 -1.89481
C -0.01223 5.17418 -0.91591
O 0.70354 4.02089 -1.39884
C 2.02531 4.08363 -1.28707
O 2.66426 4.97948 -0.80521
O 2.53745 2.95932 -1.80522
C 3.96574 2.93092 -1.82167
H -0.30627 6.00734 -2.87844
H -0.58444 7.14512 -1.54752
H 1.06078 6.69404 -2.01244
H -1.04165 4.84413 -0.78729
H 0.36556 5.46210 0.06501
H 4.37418 3.14076 -0.83457
H 4.34894 3.64841 -2.54487
H 4.25313 1.92786 -2.12763
C -6.26873 8.24132 -2.60014
C -6.01374 7.51145 -1.29915
O -6.02908 6.08620 -1.47744
C -4.93135 5.56090 -2.00832
O -3.93232 6.15456 -2.32656
O -5.12285 4.24816 -2.14325
C -4.04534 3.56119 -2.78324
H -7.19422 7.88982 -3.05758
H -6.34604 9.31391 -2.42452
H -5.46216 8.06603 -3.31058
H -6.81085 7.72340 -0.58976
H -5.07421 7.82051 -0.84171
H -3.09775 3.77170 -2.29173
H -3.99112 3.84165 -3.83413
H -4.26575 2.50056 -2.70509
C -2.94533 8.73592 -5.09326
C -3.42617 7.38339 -5.57420
O -2.95756 7.09693 -6.90119
C -1.68953 6.70512 -6.98410
O -0.93071 6.54345 -6.06294
O -1.40090 6.51124 -8.27103
C -0.04144 6.15048 -8.52233
H -3.22032 9.51275 -5.80819
H -3.38445 8.97219 -4.12441
H -1.86091 8.75051 -4.99172
H -4.51339 7.37582 -5.63616
H -3.12985 6.58976 -4.88903
H 0.25378 5.29375 -7.92076
H 0.61526 6.99489 -8.31914
H 0.01990 5.89166 -9.57523
C -5.32961 -4.81215 3.23246
C -4.86072 -3.37923 3.09743
O -4.25110 -2.90166 4.30947
C -3.00939 -3.30476 4.53340
O -2.34169 -4.00251 3.80801
O -2.62027 -2.81139 5.70781
C -1.32263 -3.22420 6.13234
H -5.98647 -4.91705 4.09633
H -5.87001 -5.12158 2.33788
H -4.49001 -5.49113 3.37561
H -5.70925 -2.72188 2.92085
H -4.17320 -3.25799 2.26023
H -0.57761 -3.02315 5.36420
H -1.32764 -4.28394 6.38332
H -1.08882 -2.64524 7.02052
```

Summary:
E ... -6038.8058 Ha
Total charge ... +1
F_max ... 1.9 eV/Å
LUMO energy ... -4.57 eV

Atomic partial charges in e from the Mulliken method, atoms 1 to 5: -0.586 -0.421 0.355 -0.735 -1.000



Record 3
This record from OMol25 describes C34H70AsFeN7Si6 as an isolated structure. The level of theory is the ωB97M-V functional and the def2-TZVPD basis.

```
119
C34H70AsFeN7Si6 | OMol25 | the ωB97M-V functional and the def2-TZVPD basis
Fe -0.31961 0.51067 0.64463
C -2.13301 1.34737 3.65193
N -0.83291 0.75067 3.35933
C 0.30209 1.52977 3.82533
C 0.40879 2.75117 2.98393
N -0.01011 2.82337 1.74633
C 0.09829 4.15107 1.39223
C -0.31611 4.82797 0.24983
C -0.04641 6.17877 0.17553
C 0.58249 6.86627 1.21623
C 0.92859 6.23017 2.39133
C 0.66719 4.87217 2.46483
N 0.83479 3.94887 3.46983
C -2.92821 1.59487 2.40543
N -2.60181 1.17947 1.21163
C -3.63491 1.54387 0.38203
C -3.80361 1.31087 -0.97667
C -4.97731 1.74997 -1.55227
C -5.95281 2.41417 -0.80237
C -5.79621 2.66147 0.54893
C -4.62291 2.21097 1.13503
N -4.13421 2.23007 2.42313
H -2.01101 2.30507 4.17583
H -2.72641 0.69957 4.31393
H -0.76901 -0.19053 3.73123
H 1.20299 0.90247 3.71493
H 0.21419 1.82717 4.88413
H -0.84081 4.30547 -0.53067
H -0.32181 6.72387 -0.71467
H 0.79659 7.91757 1.10553
H 1.37409 6.76527 3.21463
H 1.21479 4.12927 4.38353
H -3.02491 0.81307 -1.53287
H -5.14911 1.58137 -2.60457
H -6.85621 2.74147 -1.29297
H -6.55821 3.17247 1.11713
H -4.58291 2.64457 3.22313
N -1.61381 -1.73613 1.02563
C -1.93371 -2.92093 0.22233
C -0.80571 -3.95173 0.22663
C 0.41899 -3.56513 -0.59557
N 1.05369 -2.36773 -0.07087
H -1.22431 -2.04983 1.91233
H -2.47221 -1.22883 1.22143
H -2.13631 -2.58733 -0.79697
H -2.83681 -3.42083 0.60493
H -1.19871 -4.89353 -0.16127
H -0.48421 -4.12173 1.25393
H 0.12269 -3.44063 -1.64437
H 1.14619 -4.37933 -0.53827
H 0.40749 -1.58053 -0.16887
H 1.88589 -2.15523 -0.60957
C 2.05219 -2.97533 5.70143
Si 1.46089 -3.40013 3.92853
C 2.40379 -4.91393 3.25263
C -0.38851 -3.86583 4.15823
As 1.55829 -1.49463 2.56103
Si 3.85099 -1.38753 2.14693
C 4.47579 -2.57323 0.78263
C 4.94269 -1.62903 3.70123
C 4.07809 0.41717 1.55033
H 1.98799 -3.83213 6.36463
H 1.43639 -2.18663 6.12753
H 3.07969 -2.62873 5.71063
H 2.24349 -5.80083 3.85763
H 3.47199 -4.72273 3.22353
H 2.08449 -5.14183 2.23973
H -0.53181 -4.49323 5.03143
H -0.78641 -4.40853 3.30773
H -0.99701 -2.97443 4.29933
H 3.93089 -3.51203 0.80333
H 5.53059 -2.80123 0.90013
H 4.34629 -2.13313 -0.20127
H 4.90909 -2.65803 4.04913
H 4.60709 -0.99263 4.51693
H 5.98289 -1.38503 3.50483
H 3.37429 0.63877 0.74753
H 5.07949 0.61957 1.18563
H 3.87919 1.11407 2.36163
C 0.18149 2.69227 -4.84787
Si -0.27721 2.24287 -3.04137
C 1.05329 2.95177 -1.86747
C -1.90771 3.21377 -2.77177
Si -0.25181 -0.08753 -2.46917
Si -1.96391 -1.32293 -3.62257
C -1.26071 -3.01333 -4.18237
C -3.67331 -1.76983 -2.85327
C -2.39941 -0.29643 -5.17997
Si 1.85349 -0.82423 -3.45897
C 1.66789 -0.75923 -5.36627
C 2.59279 -2.57183 -3.13877
C 3.28439 0.35627 -2.97727
H 0.06139 3.75477 -5.04767
H -0.45901 2.16857 -5.55107
H 1.20849 2.43527 -5.08387
H 1.03199 4.03557 -1.81957
H 2.05059 2.67567 -2.18767
H 0.90829 2.56507 -0.85367
H -1.79491 4.25817 -3.05577
H -2.24131 3.18457 -1.73977
H -2.71121 2.81097 -3.38067
H -1.33691 -3.75863 -3.39647
H -0.21691 -2.94323 -4.46327
H -1.80101 -3.39963 -5.04097
H -3.97401 -1.10603 -2.05027
H -3.68651 -2.78263 -2.46057
H -4.44841 -1.71643 -3.61457
H -1.53181 -0.15243 -5.81477
H -2.77261 0.68637 -4.90757
H -3.16491 -0.77703 -5.78347
H 1.09069 -1.60073 -5.73567
H 2.63329 -0.79003 -5.86577
H 1.16369 0.14327 -5.69277
H 1.83719 -3.34853 -3.11707
H 3.15349 -2.63003 -2.21037
H 3.28409 -2.82983 -3.93767
H 3.24619 1.27517 -3.55267
H 4.25439 -0.09633 -3.16187
H 3.25059 0.62517 -1.92597
```

Summary:
2S+1 ... 6
E ... -6957.2199 Ha
Total charge ... +1
F_max ... 1.6 eV/Å
ΔE to the lowest compared entry with this formula, charge and spin ... 242.7 kJ/mol
LUMO energy (spin up / spin down) ... -2.19 / -3.33 eV

Atomic partial charges in e from the Mulliken method, atoms 1 to 5: 1.637 -1.338 0.153 -0.776 -0.330